w:
This record from the OMol25 dataset describes the molecule C24H34N4O2. The level of theory is wB97M-V/def2-TZVPD.

Atoms and positions in Å:
C1 8.94247 1.12392 0.31677
C2 7.70561 1.11144 1.21319
N1 6.62581 0.37376 0.61762
N2 6.50132 -0.93217 0.86790
C3 5.47372 -1.35656 0.15719
C4 5.00965 -2.76707 0.17994
C5 4.91529 -0.29117 -0.58329
C6 3.73124 -0.38161 -1.48484
N3 2.53231 -0.75560 -0.74668
C7 1.41534 -1.01407 -1.63148
C8 0.22947 -1.56097 -0.84373
C9 -0.18511 -0.55545 0.23198
O1 -1.21112 -1.06228 1.06848
C10 -2.50746 -1.02142 0.66788
C11 -2.97363 -0.50646 -0.53829
C12 -4.33196 -0.48526 -0.80438
C13 -5.24748 -0.98209 0.11047
C14 -6.71447 -0.98506 -0.19088
O2 -7.33892 -2.00147 -0.43503
N4 -7.29412 0.23397 -0.18045
C15 -6.67320 1.46292 0.28042
C16 -7.80490 2.49248 0.24552
C17 -9.05830 1.64143 0.44387
C18 -8.72695 0.39035 -0.36121
C19 -4.77950 -1.52792 1.30100
C20 -3.43063 -1.53913 1.58046
C21 1.02820 -0.26846 1.11314
C22 2.17998 0.23446 0.25175
C23 5.68655 0.81037 -0.25710
C24 5.59127 2.23003 -0.68751
H1 9.75218 1.65732 0.80716
H2 9.26111 0.10402 0.11853
H3 8.72810 1.61034 -0.63180
H4 7.94217 0.61580 2.15743
H5 7.37232 2.13247 1.41755
H6 5.23758 -3.25346 -0.76849
H7 5.50875 -3.30471 0.98063
H8 3.93202 -2.79385 0.32453
H9 3.59041 0.57499 -2.02255
H10 3.90754 -1.16277 -2.23184
H11 1.10601 -0.09656 -2.17146
H12 1.72886 -1.75130 -2.37519
H13 0.51828 -2.49011 -0.35079
H14 -0.60124 -1.77466 -1.51828
H15 -0.51369 0.38501 -0.23582
H16 -2.29494 -0.11984 -1.28224
H17 -4.67861 -0.09043 -1.74901
H18 -5.83703 1.74939 -0.36220
H19 -6.28702 1.33057 1.29842
H20 -7.68542 3.25755 1.00979
H21 -7.83866 2.97767 -0.73059
H22 -9.96274 2.13446 0.09496
H23 -9.17839 1.38937 1.49809
H24 -9.23720 -0.51145 -0.01876
H25 -8.95367 0.53336 -1.42443
H26 -5.48239 -1.94157 2.00863
H27 -3.05622 -1.94866 2.50533
H28 0.77172 0.47275 1.87091
H29 1.32105 -1.19004 1.61569
H30 1.89476 1.19622 -0.21978
H31 3.05640 0.41080 0.87858
H32 6.48783 2.54130 -1.22311
H33 4.73636 2.35782 -1.34585
H34 5.46327 2.88731 0.17321

Properties
charge	0
gap between HOMO and LUMO	9.1	eV
SMILES	CCn1nc(C)c(CN2CCC(Oc3ccc(C(=O)N4CCCC4)cc3)CC2)c1C

***

x:
This record from the OMol25 dataset describes the molecule C24H34N4O2. The level of theory is wB97M-V/def2-TZVPD.

Atoms and positions in Å:
O1 0.13417 -2.00120 0.63808
C1 0.54497 -1.00303 0.07440
C2 -0.36743 -0.17064 -0.80911
C3 -0.81513 1.10632 -0.09025
C4 -1.71291 1.97913 -0.97582
C5 -1.74293 3.43800 -0.50502
C6 -2.47663 3.57518 0.82618
C7 -3.87907 2.98538 0.70215
N1 -3.80933 1.61178 0.25361
C8 -4.20634 0.61033 1.07858
O2 -4.64723 0.82961 2.19276
C9 -4.11998 -0.77862 0.52407
C10 -3.20903 -1.63925 0.95892
C11 -3.10600 -3.05730 0.49708
C12 -4.34245 -3.50312 -0.27946
C13 -4.79012 -2.40724 -1.24110
C14 -5.20272 -1.17012 -0.44835
C15 -3.15073 1.43447 -1.01485
N2 1.81832 -0.57165 0.24896
C16 2.50728 0.47401 -0.47282
C17 3.62345 -0.14489 -1.32955
N3 4.52786 -0.91501 -0.50441
C18 5.65377 -0.30240 -0.01756
C19 6.54534 -0.93321 0.86789
C20 7.69032 -0.26609 1.24298
C21 7.94306 1.00634 0.74249
C22 7.01253 1.54153 -0.12684
N4 5.90596 0.92097 -0.49387
C23 3.82714 -1.96124 0.20457
C24 2.71755 -1.35459 1.07426
H1 -1.23875 -0.79246 -1.01753
H2 0.11608 0.06910 -1.75782
H3 0.06168 1.68307 0.21150
H4 -1.35525 0.82547 0.81493
H5 -1.31784 1.95696 -1.99842
H6 -0.72426 3.82125 -0.41575
H7 -2.25870 4.03982 -1.25815
H8 -1.93253 3.04767 1.61027
H9 -2.54651 4.62613 1.11006
H10 -4.39365 2.98834 1.66452
H11 -4.46483 3.56439 -0.02275
H12 -2.45167 -1.32674 1.66371
H13 -2.95216 -3.70159 1.36535
H14 -2.20472 -3.14976 -0.11743
H15 -5.15488 -3.70880 0.42036
H16 -4.12839 -4.42396 -0.82576
H17 -5.62713 -2.75429 -1.85050
H18 -3.96589 -2.15600 -1.91397
H19 -5.43108 -0.33754 -1.11947
H20 -6.11480 -1.38262 0.11833
H21 -3.13889 0.37600 -1.27087
H22 -3.71655 1.97661 -1.78472
H23 1.82544 1.03766 -1.10350
H24 2.96417 1.15944 0.25111
H25 4.19550 0.63885 -1.82391
H26 3.18419 -0.81755 -2.07370
H27 6.35785 -1.92524 1.24496
H28 8.38807 -0.73489 1.92225
H29 8.82961 1.55347 1.01852
H30 7.14539 2.52618 -0.55783
H31 4.50708 -2.54299 0.82211
H32 3.37572 -2.63022 -0.53616
H33 2.13125 -2.13695 1.55802
H34 3.16276 -0.70231 1.83426

Properties
charge	0
gap between HOMO and LUMO	8.6	eV
SMILES	O=C(CC[C@@H]1CCCN(C(=O)C2=CCCCC2)C1)N1CCN(c2ccccn2)CC1

***

Which of them is the most stable? Correct choice: x.

***

w:
This record from the OMol25 dataset describes a structure of composition C6H15NO2. The level of theory is wB97M-V/def2-TZVPD.

Atoms and positions in Å:
C1 -2.13291 0.09609 -0.37569
C2 0.43149 0.10764 0.28164
C3 -0.34108 -0.63029 -0.65360
C4 2.13583 -0.54595 -0.47526
C5 0.35865 -0.22221 1.74720
C6 3.05934 0.63809 -0.63871
N1 -2.65947 -0.05631 0.94432
O1 -2.88810 -0.61968 -1.31377
O2 -2.17844 1.44655 -0.74235
H1 -2.98023 -0.08806 -2.11359
H2 -1.79652 1.95842 -0.02066
H3 0.44818 1.18093 0.09153
H4 -3.64477 0.21227 0.97258
H5 -2.58323 -1.01621 1.25469
H6 -0.46599 -1.68887 -0.45182
H7 -0.21739 -0.36038 -1.69730
H8 2.06091 -1.12340 -1.39606
H9 2.46618 -1.24044 0.29554
H10 0.34232 -1.30005 1.90572
H11 1.22441 0.18555 2.26927
H12 -0.53973 0.21158 2.18603
H13 3.19243 1.16743 0.30599
H14 2.65951 1.34411 -1.37138
H15 4.04861 0.34319 -1.00433

Properties
charge	0
gap between HOMO and LUMO	8.6	eV

***

x:
This record from the OMol25 dataset describes the molecule C6H15NO2. The level of theory is wB97M-V/def2-TZVPD.

Atoms and positions in Å:
C1 0.48036 -0.53056 -2.28177
C2 1.08663 -1.03901 -0.97861
C3 1.41838 0.16332 0.15003
O1 1.91264 -0.48762 1.26175
O2 2.38381 1.05704 -0.33011
N1 0.22847 0.88592 0.49236
C4 -0.98873 0.10210 0.67004
C5 -1.08278 -0.44486 2.08965
C6 -2.20660 0.93691 0.30553
H1 -0.54368 -0.19155 -2.13695
H2 1.04065 0.31392 -2.68730
H3 0.49411 -1.31293 -3.04165
H4 2.09554 -1.41399 -1.17112
H5 0.58292 -1.92089 -0.58480
H6 2.48876 0.10431 1.75838
H7 2.22094 1.23447 -1.26347
H8 0.08190 1.63611 -0.17118
H9 -0.82422 -0.79408 -0.05953
H10 -1.96734 -1.07549 2.18971
H11 -1.14992 0.37685 2.80660
H12 -0.19995 -1.03329 2.32816
H13 -2.15778 1.28372 -0.72611
H14 -2.28568 1.80441 0.95588
H15 -3.10844 0.34520 0.42450

Properties
charge	0
gap between HOMO and LUMO	9.6	eV
SMILES	CCC(O)(O)NC(C)C

***

y:
This record from the OMol25 dataset describes a cluster of 2 separate species, C6H15NO2 in total. The level of theory is wB97M-V/def2-TZVPD.

Atoms and positions in Å:
C1 -0.74402 2.86007 -0.73235
C2 -0.75599 1.64866 0.20250
C3 -0.48896 0.30054 -0.53992
O1 -0.87345 0.15452 -1.73716
N1 0.12552 -0.70429 0.14571
C4 0.65689 -1.84763 -0.63489
C5 0.29067 -0.80206 1.57180
C6 1.52734 -0.09763 2.22615
H1 -0.43355 3.70891 -0.10015
H2 -1.77527 3.03921 -1.08025
H3 -0.07917 2.81434 -1.61127
H4 -1.70335 1.56361 0.76883
H5 0.06156 1.79547 0.93428
H6 -0.03372 -2.69130 -0.46791
H7 1.63175 -2.09619 -0.18270
H8 0.79612 -1.71666 -1.72120
H9 -0.58277 -0.35344 2.08295
H10 0.37517 -1.85288 1.90957
H11 1.63850 0.96036 1.93478
H12 2.41299 -0.65394 1.87580
H13 1.48726 -0.15708 3.32681
O2 -1.55883 -1.97993 -2.84735
H14 -1.10754 -1.21486 -2.42397
H15 -0.86714 -2.67780 -2.90006

Properties
charge	0
gap between HOMO and LUMO	10.2	eV
SMILES	CCC(=O)N(C)CC.O

***

z:
This record from the OMol25 dataset describes a cluster of 2 separate species, C6H15NO2 in total. The level of theory is wB97M-V/def2-TZVPD.

Atoms and positions in Å:
C1 0.34437 1.56724 -2.27710
C2 -0.26233 0.34329 -1.59675
N1 0.54354 -0.83020 -1.84694
O1 -1.57830 0.10862 -2.00737
H1 0.45363 1.38015 -3.34410
H2 1.32502 1.78112 -1.85920
H3 -0.30205 2.42942 -2.13177
H4 -0.34635 0.52079 -0.48880
H5 0.18055 -1.58885 -1.23382
H6 1.49991 -0.67254 -1.55233
H7 -1.55475 -0.18852 -2.92495
C3 -1.43035 -0.04342 1.85165
C4 0.02337 -0.25327 1.54060
C5 0.95184 0.88240 1.86246
C6 0.50518 -1.45968 1.21201
O2 -0.30708 -2.57244 1.12301
H8 -1.58090 0.00324 2.93271
H9 -1.78441 0.89333 1.42553
H10 -2.01949 -0.86725 1.45752
H11 0.92281 1.10430 2.92870
H12 1.97879 0.64695 1.58910
H13 0.64520 1.78368 1.33204
H14 1.57373 -1.63321 1.14371
H15 0.21807 -3.33516 0.86409

Properties
charge	0
gap between HOMO and LUMO	9.1	eV
SMILES	C[C@H](N)O.CC(C)=CO

***

Which of them is the most stable? Correct choice: y.

***

w:
This record from the OMol25 dataset describes a cluster of 6 separate species, C6H25NO6 in total. The level of theory is wB97M-V/def2-TZVPD.

Atoms and positions in Å:
C1 1.80044 -3.00623 0.19175
C2 2.06844 -1.59085 0.77177
C3 0.81617 -0.97957 1.40699
N1 0.75500 0.46731 1.18015
C4 1.41922 1.14991 2.29421
C5 -0.57855 1.03055 0.91939
C6 -1.59257 1.01277 2.05977
O1 -1.93104 2.44352 2.26236
H1 1.07253 -2.96257 -0.60795
H2 2.77112 -3.41025 -0.09886
H3 1.52070 -3.65135 1.02479
H4 2.55988 -1.03285 -0.02276
H5 2.90706 -1.74718 1.46111
H6 0.83778 -1.32264 2.44788
H7 -0.03342 -1.45821 0.92253
H8 2.38225 0.68632 2.50347
H9 0.86887 1.05805 3.23955
H10 1.54965 2.20631 2.06349
H11 -0.98739 0.40392 0.12391
H12 -0.33439 1.98752 0.53792
H13 -2.58080 0.58229 1.93517
H14 -1.14499 0.76206 3.01974
H15 -2.87016 2.57544 2.13688
O2 -2.87005 -1.59915 -1.55053
H16 -2.28250 -1.60829 -2.33494
H17 -2.41285 -0.92180 -1.03759
O3 -3.33100 1.33540 -0.85184
H18 -3.68054 0.73187 -1.52081
H19 -3.27352 2.15402 -1.35800
O4 -0.75507 -1.46082 -3.36551
H20 0.06772 -0.99704 -3.16702
H21 -1.29495 -0.70618 -3.64381
O5 0.41221 1.27037 -3.46813
H22 0.00933 2.05915 -3.09160
H23 0.83601 0.88186 -2.67757
O6 2.21630 1.02183 -1.42912
H24 2.99662 1.43786 -1.79091
H25 2.08651 1.19668 -0.48587

Properties
charge	0
gap between HOMO and LUMO	9.1	eV
SMILES	CCCN(C)CCO.O.O.O.O.O

***

x:
This record from the OMol25 dataset describes a cluster of 6 separate species, C6H25NO6 in total. The level of theory is wB97M-V/def2-TZVPD.

Atoms and positions in Å:
C1 -1.31586 -3.57851 0.47496
C2 -1.45489 -2.04756 0.44034
C3 -0.09589 -1.36988 0.08728
N1 -0.36210 0.06120 -0.33283
C4 0.21654 0.67266 -1.56278
C5 -0.94363 0.95050 -2.56325
C6 0.77606 2.06992 -1.22553
O1 2.16151 1.94835 -0.91574
H1 -0.33297 -3.94599 0.60699
H2 -1.54630 -3.94808 -0.50206
H3 -1.92748 -4.09142 1.16902
H4 -2.27017 -1.79009 -0.17489
H5 -1.82346 -1.67949 1.38652
H6 0.58734 -1.33674 0.90615
H7 0.45109 -1.85887 -0.77031
H8 -1.38004 0.33427 -0.18253
H9 0.92896 -0.02874 -1.98285
H10 -0.59484 1.56748 -3.37633
H11 -1.43725 -0.00244 -2.86230
H12 -1.56896 1.70880 -2.04840
H13 0.17454 2.54604 -0.38963
H14 0.65696 2.78291 -2.12620
H15 2.50312 1.12932 -1.40226
O2 -0.04522 1.90222 1.63360
H16 0.15123 1.39267 0.79786
H17 0.71424 1.85806 2.12672
O3 2.39179 -2.03473 -2.63528
H18 2.68929 -1.86563 -1.68047
H19 1.51337 -2.18226 -2.73594
O4 2.63866 -0.56240 1.77324
H20 2.24816 -0.29291 0.98796
H21 3.28544 0.07255 1.97535
O5 -0.17550 -0.29755 3.58010
H22 -0.74046 0.40307 3.39854
H23 0.65627 -0.17133 3.19314
O6 -2.38331 4.09209 2.02111
H24 -2.42922 4.26311 1.02919
H25 -1.91702 3.32941 1.88149

Properties
charge	0
gap between HOMO and LUMO	9.4	eV
SMILES	CCCN[C@@H](C)CO.O.O.O.O.O

***

Which of them is the most stable? Correct choice: w.

***

w:
This record from the OMol25 dataset describes a cluster of 2 separate species, CH5FNO in total. The level of theory is wB97M-V/def2-TZVPD.

Atoms and positions in Å:
C1 -1.71937 -0.12394 -0.14408
N1 -0.76027 0.71125 0.02671
O1 2.16667 -0.66829 -0.09248
F1 2.82744 0.55298 0.12777
H1 -2.80661 -0.00264 0.20900
H2 -1.73158 -1.15802 -0.70920
H3 0.12192 0.44356 -0.22035
H4 2.81513 -1.28005 0.08551
H5 -0.91331 1.52515 0.71711

Properties
charge	+1
gap between HOMO and LUMO	10.0	eV

***

x:
This record from the OMol25 dataset describes a cluster of 2 separate species, CH5FNO in total. The level of theory is wB97M-V/def2-TZVPD.

Atoms and positions in Å:
C1 -0.60310 -0.02414 0.38401
N1 0.34988 -0.94385 -0.11410
O1 0.23611 1.51638 -0.63137
F1 0.29706 2.64100 0.10096
H1 -1.61857 0.03997 -0.16584
H2 -0.42346 0.16855 1.36889
H3 0.88710 -1.66401 0.37670
H4 1.03691 -0.19641 -0.60228
H5 -0.16193 -1.53748 -0.71698

Properties
charge	+1
gap between HOMO and LUMO	9.6	eV

***

Which of them is the most stable? Correct choice: w.

***

w:
This record from the OMol25 dataset describes the molecule C4H9Cl. The level of theory is wB97M-V/def2-TZVPD.

Atoms and positions in Å:
C1 -1.23798 0.67398 -0.03652
C2 0.13823 0.15744 -0.33407
C3 0.11982 -1.35079 -0.53268
C4 1.04794 0.48172 0.82877
Cl1 0.76507 0.95432 -1.83852
H1 -1.88875 0.55060 -0.90529
H2 -1.65130 0.08885 0.80924
H3 -1.24947 1.71624 0.27557
H4 1.09869 -1.65625 -0.95666
H5 -0.13161 -1.76918 0.44895
H6 -0.68982 -1.59648 -1.25387
H7 0.60911 -0.07307 1.70514
H8 2.10747 0.27783 0.71111
H9 0.96260 1.54478 1.07883

Properties
charge	0
gap between HOMO and LUMO	11.5	eV
SMILES	CC(C)(C)Cl

***

x:
This record from the OMol25 dataset describes a cluster of 3 separate species, C4H9Cl in total. The level of theory is wB97M-V/def2-TZVPD.

Atoms and positions in Å:
C1 -0.44518 0.42847 -0.93522
C2 1.17590 -0.83202 0.74788
C3 1.05943 1.52782 0.54903
C4 0.47612 0.27926 -0.05564
Cl1 0.46333 1.76933 2.12754
H1 -1.98139 -2.73442 0.52348
H2 -0.63146 1.46169 -1.21300
H3 -0.99149 -0.33261 -1.41698
H4 1.00474 -0.60681 1.85965
H5 2.20391 -0.87410 0.74063
H6 0.82117 -1.85349 0.57443
H7 2.13261 1.42769 0.60926
H8 0.79984 2.36179 0.00982
H9 -1.29917 -2.24432 0.86245

Properties
charge	0
gap between HOMO and LUMO	11.1	eV

***

y:
This record from the OMol25 dataset describes a structure of composition C4H9Cl. The level of theory is wB97M-V/def2-TZVPD.

Atoms and positions in Å:
C1 -0.10896 -0.55577 1.27851
C2 -0.44882 -0.05958 -0.21466
C3 0.60485 -0.96421 -0.93482
C4 -0.06168 1.51027 -0.22417
H1 -0.26022 -1.65227 0.99921
H2 1.01345 -0.59929 1.21761
H3 -0.36350 0.16347 2.30996
H4 0.49388 -0.78297 -2.07522
H5 1.55882 -0.37317 -0.78654
H6 0.50598 -1.99001 -0.73649
H7 0.80634 1.90050 0.57998
H8 -0.18666 1.97168 -1.40761
H9 -1.39930 1.71373 0.22787
Cl1 -2.15419 -0.28236 -0.23364

Properties
charge	0
gap between HOMO and LUMO	10.9	eV

***

Which of them is the most stable? Correct choice: w.

***

w:
This record from the OMol25 dataset describes the molecule C5H10N4. The level of theory is wB97M-V/def2-TZVPD.

Atoms and positions in Å:
H1 1.75251 -2.83759 1.22700
N1 1.09395 -2.87677 1.99066
C1 0.29090 -1.98882 1.61314
C2 0.49231 -1.12623 0.32608
C3 -0.54257 -0.10692 0.29298
N2 -1.01184 0.71112 -0.61287
C4 -0.15887 1.00232 -1.76535
C5 0.16977 2.61194 -1.79080
N3 -1.01934 -0.31369 1.64640
N4 -0.66196 -1.41653 2.29089
H2 1.48684 -0.49253 0.51210
H3 0.44961 -1.56024 -0.60979
H4 0.73377 0.28204 -1.66206
H5 -0.88054 0.81308 -2.67775
H6 -1.04643 2.96276 -1.79574
H7 0.34378 2.74448 -2.91988
H8 0.93536 2.96890 -0.90776
H9 -2.11789 -0.21180 1.63761
H10 -0.30937 -1.16552 3.20515

Properties
charge	0
gap between HOMO and LUMO	9.3	eV
SMILES	[H]/N=C1\C/C(=N\CC)NN1

***

x:
This record from the OMol25 dataset describes the molecule C5H10N4. The level of theory is wB97M-V/def2-TZVPD.

Atoms and positions in Å:
C1 2.13060 0.79680 0.17309
N1 2.61770 -0.40973 0.22896
N2 1.55593 -1.25897 0.10849
C2 0.54687 -0.82216 -0.65562
C3 -0.16616 0.24958 0.02803
C4 -1.06186 -0.17463 1.22690
N3 -2.07423 -0.59097 0.17265
C5 -1.56742 0.44930 -0.72908
N4 0.78215 1.40836 -0.10024
H1 2.84934 1.72196 -0.00559
H2 2.00762 -2.14826 -0.21040
H3 0.92400 -0.48999 -1.57157
H4 -0.16638 -1.78846 -0.87680
H5 -1.28046 0.82685 1.66919
H6 -0.82704 -0.97063 2.08778
H7 -3.20590 -0.54508 0.28064
H8 -1.75386 0.11954 -1.89345
H9 -2.10705 1.53191 -0.82541
H10 0.79613 2.09456 0.89242

Properties
charge	0
gap between HOMO and LUMO	9.2	eV
SMILES	C1=NNCC2(CNC2)N1

***

Which of them is the most stable? Correct choice: w.